Molecular formula: C4H7ClO2S
Method: DFT, wB97M-V/def2-TZVPD

Output
M = 154.62 g/mol
2S+1 = 1
HOMO-LUMO gap = 0.331 Ha
total energy = -1165.33803 hartree
LUMO energy = -1.12 eV

```
15
C4H7ClO2S | the Open Molecules 2025 dataset | wB97M-V/def2-TZVPD
C -0.09273 -0.02480 -1.38235
C 0.03738 0.56772 0.03509
C -1.30752 0.28783 -0.41206
C 0.60686 -0.35038 1.13619
O -2.97156 1.97313 -2.80000
O -1.71626 3.14145 -1.02756
S -2.50661 1.99207 -1.41279
Cl -4.19898 1.92559 -0.24583
H 0.12342 0.47890 -2.30005
H 0.22668 -0.99644 -1.66663
H 0.45693 1.54999 0.02886
H -1.81734 -0.43344 0.16663
H 1.08433 0.26142 1.83916
H 1.23510 -1.15669 0.64224
H -0.28912 -0.94073 1.52508
```

Atom charges from the Löwdin analysis, given in e for atoms 1 to 8: atom 1 (C): -0.07, atom 2 (C): -0.36, atom 3 (C): -0.10, atom 4 (C): -0.04, atom 5 (O): -0.39, atom 6 (O): -0.40, atom 7 (S): 0.40, atom 8 (Cl): 0.30